Record 1
C29H78Cl10N11O5P3 | ωB97M-V/def2-TZVPD

The geometry in XYZ format:
```
136
Properties=species:S:1:pos:R:3
C 15.438 16.372 14.374
Cl 15.656 14.640 14.787
Cl 15.903 16.665 12.695
H 14.381 16.474 14.496
H 15.895 17.090 15.034
C 9.871 21.319 12.075
Cl 8.173 20.666 11.893
Cl 9.977 22.435 13.439
H 10.433 20.428 12.369
H 10.114 21.778 11.101
C 9.992 15.199 17.303
Cl 8.990 15.234 18.801
Cl 9.344 15.993 15.859
H 10.957 15.619 17.519
H 10.114 14.180 17.010
C 13.295 13.229 17.252
Cl 13.902 11.650 16.740
Cl 13.479 13.435 19.023
H 13.934 13.964 16.802
H 12.268 13.270 16.961
C 8.476 11.231 12.921
Cl 8.908 12.915 12.636
Cl 8.810 10.157 11.529
H 8.965 10.770 13.757
H 7.363 11.140 12.952
C 11.634 17.504 13.775
O 11.289 18.664 13.538
N 11.150 16.399 13.115
C 11.916 15.197 13.226
C 10.101 16.488 12.153
H 12.349 17.294 14.567
H 12.632 15.295 14.074
H 12.494 14.957 12.300
H 11.270 14.350 13.369
H 9.632 17.446 12.328
H 10.500 16.537 11.096
H 9.434 15.649 12.221
C 13.946 17.544 16.938
O 13.378 16.505 16.547
N 14.287 17.802 18.191
C 13.850 16.843 19.166
C 15.214 18.819 18.626
H 14.339 18.319 16.235
H 13.026 17.173 19.758
H 14.667 16.486 19.704
H 13.415 16.060 18.551
H 14.669 19.484 19.327
H 16.048 18.320 19.149
H 15.628 19.372 17.707
O 10.330 12.218 16.515
P 9.545 11.018 16.889
N 9.808 10.504 18.506
C 10.792 9.497 18.770
C 9.830 11.608 19.519
N 9.911 9.767 15.837
C 9.039 8.564 15.676
C 11.293 9.459 15.437
N 7.920 11.344 16.815
C 7.370 12.415 15.961
C 7.001 10.586 17.668
H 11.247 9.633 19.715
H 11.632 9.440 18.077
H 10.300 8.514 18.895
H 10.674 12.242 19.400
H 9.965 11.232 20.516
H 8.906 12.148 19.266
H 9.707 7.709 15.404
H 8.500 8.334 16.638
H 8.216 8.720 14.925
H 11.209 9.007 14.430
H 11.932 10.304 15.501
H 11.716 8.702 16.085
H 6.495 11.957 15.458
H 6.996 13.263 16.625
H 8.116 12.865 15.313
H 6.329 11.173 18.344
H 7.550 9.888 18.296
H 6.203 10.034 17.089
O 16.169 19.498 15.315
P 15.993 20.690 14.436
N 17.058 20.595 13.162
C 18.052 19.492 13.117
C 17.457 21.848 12.574
N 16.227 22.147 15.283
C 15.458 23.392 15.081
C 17.170 22.124 16.420
N 14.540 20.856 13.744
C 13.309 20.969 14.549
C 14.176 20.288 12.367
H 18.897 19.747 13.799
H 18.523 19.441 12.145
H 17.567 18.557 13.407
H 18.073 22.488 13.126
H 16.636 22.536 12.255
H 17.975 21.801 11.589
H 14.665 23.168 14.368
H 15.103 23.784 16.004
H 16.121 24.213 14.592
H 17.838 22.987 16.303
H 16.608 22.279 17.326
H 17.672 21.174 16.506
H 12.628 21.741 14.147
H 12.731 20.082 14.432
H 13.615 21.115 15.589
H 15.024 20.174 11.644
H 13.395 20.919 11.910
H 13.805 19.244 12.463
O 15.013 10.291 9.947
P 14.751 11.599 10.521
N 15.849 12.157 11.639
C 16.353 13.605 11.589
C 16.866 11.227 12.116
N 13.301 11.811 11.316
C 13.297 11.434 12.741
C 12.111 11.374 10.597
N 14.554 12.662 9.256
C 13.791 13.930 9.322
C 15.159 12.313 7.973
H 16.912 13.838 12.452
H 15.528 14.305 11.620
H 16.980 13.746 10.702
H 17.834 11.698 12.062
H 16.840 10.314 11.560
H 16.763 11.054 13.173
H 13.608 10.400 12.924
H 13.904 12.048 13.323
H 12.320 11.628 13.092
H 11.243 11.906 10.929
H 12.249 11.800 9.556
H 12.034 10.314 10.523
H 13.241 14.014 8.359
H 13.088 13.794 10.170
H 14.392 14.818 9.405
H 15.461 11.267 7.969
H 16.033 12.957 7.761
H 14.445 12.483 7.180
```

## Properties
Highest occupied orbital energy in eV: -8.396
SMILES: CN(C)P(=O)(N(C)C)N(C)C.CN(C)P(=O)(N(C)C)N(C)C.CN(C)P(=O)(N(C)C)N(C)C.CN(C)C=O.CN(C)C=O.ClCCl.ClCCl.ClCCl.ClCCl.ClCCl
Kohn-Sham gap in eV: 8.9

Atomic partial charges in e from the Mulliken method, atoms 1 to 99: 1.364, -0.212, -0.285, -1.373, 0.411, 0.461, -0.203, -0.171, -0.369, 0.331, 2.780, -0.225, -0.177, -0.759, -1.430, 1.692, -0.194, -0.219, -0.308, -0.882, 0.790, -0.070, -0.168, -0.990, 0.375, -0.174, -0.680, 0.508, 0.407, -0.889, 0.562, -0.439, 0.087, -0.134, 0.346, 0.283, 0.115, 0.634, -0.557, 0.160, -0.512, -0.660, -0.092, 0.305, 0.410, -0.328, 0.331, 0.343, 0.034, -1.025, -0.209, 0.177, -0.987, -0.708, 0.649, -0.894, -1.118, 0.642, -0.601, -1.097, 0.461, 0.185, 0.292, 0.131, 0.414, 0.256, 0.453, 0.254, 0.173, 0.545, -0.063, 0.433, 0.299, 0.212, -0.106, 0.310, 0.378, 0.310, -1.029, 0.628, 0.523, -0.769, -1.098, 0.401, -1.056, -1.073, -0.004, -0.695, -0.681, 0.295, 0.298, 0.047, 0.380, 0.300, 0.370, 0.346, 0.355, 0.239, 0.365

Record 2
C23H26N | ωB97M-V/def2-TZVPD

The geometry in XYZ format:
```
50
Properties=species:S:1:pos:R:3
C 2.635 -2.071 -0.932
N 1.636 -1.852 0.126
C 1.886 -0.919 1.091
C 2.916 0.073 1.196
C 3.175 0.131 2.729
C 1.866 -0.368 3.427
C 1.038 -1.055 2.355
C 0.376 -2.553 -0.001
C 0.317 -3.935 0.225
C -0.892 -4.616 0.151
C -2.069 -3.943 -0.244
C -1.986 -2.570 -0.551
C -0.787 -1.885 -0.427
H 2.215 -2.796 -1.642
H 2.867 -1.131 -1.469
H 3.548 -2.487 -0.472
H 3.883 -0.201 0.613
H 4.007 -0.469 3.150
H 3.341 1.173 3.016
H 2.070 -1.070 4.244
H 1.309 0.464 3.879
H 0.121 -0.497 2.166
H 0.684 -2.063 2.642
H 1.246 -4.447 0.511
H -0.929 -5.675 0.402
H -2.996 -4.486 -0.328
H -2.898 -2.056 -0.884
H -0.733 -0.806 -0.647
C 4.448 1.864 -0.658
C 3.983 1.406 -2.091
C 2.496 1.331 -1.947
C 2.070 1.619 -0.677
C 3.168 1.655 0.315
C 3.119 2.775 1.335
C 1.888 3.326 1.770
C 1.835 4.041 3.014
C 3.007 4.266 3.721
C 4.240 3.946 3.188
C 4.313 3.256 1.945
H 5.259 1.231 -0.265
H 4.847 2.907 -0.753
H 4.297 2.090 -2.901
H 4.480 0.441 -2.312
H 1.870 0.966 -2.769
H 1.021 1.823 -0.411
H 0.970 3.136 1.241
H 0.870 4.327 3.399
H 2.953 4.836 4.681
H 5.161 4.148 3.722
H 5.281 2.988 1.551
```

## Properties
Highest occupied orbital energy in eV: -11.851
SMILES: C/[N+](=C1/CCC[C@@H]1[C@]1(c2ccccc2)C=CCC1)c1ccccc1
Energy relative to the best compared isomer or geometry (same formula, charge and spin) in kJ/mol: 170.1
Kohn-Sham gap in eV: 7.7
Total charge: +1

How positive or negative is each atom? The Mulliken charges in e answer that: -0.724, 0.508, -0.006, 0.329, -0.327, -0.819, -0.835, -0.622, 0.033, -0.665, -0.412, -0.802, 0.128, 0.436, 0.050, 0.363, 0.441, 0.495, -0.173, 0.307, 0.321, 0.389, 0.414, 0.397, 0.385, 0.433, 0.371, 0.431, -1.326, -0.391, -1.016, -0.510, 2.487, -0.660, -0.252, -0.746, -0.402, -0.579, -0.578, 0.418, 0.389, 0.409, 0.291, 0.379, 0.350, 0.369, 0.419, 0.349, 0.395, 0.357

Record 3
C3H6ClNO4S | ωB97M-V/def2-TZVPD

The geometry in XYZ format:
```
16
Properties=species:S:1:pos:R:3
C 1.388 -0.763 -0.293
C 0.703 -1.667 -1.259
C -0.813 1.580 0.953
N 0.903 0.259 0.270
O 2.709 -1.025 0.012
O 1.702 -2.284 1.889
O 4.146 -1.882 1.802
O -0.404 0.585 0.023
S 2.906 -2.101 1.161
Cl 3.148 -3.755 0.044
H 0.402 -1.085 -2.132
H 1.345 -2.488 -1.565
H -0.209 -2.051 -0.799
H -0.090 2.396 0.983
H -0.913 1.149 1.952
H -1.778 1.936 0.600
```

## Properties
Highest occupied orbital energy in eV: -10.024
SMILES: CO/N=C(\C)OS(=O)(=O)Cl
Energy relative to the best compared isomer or geometry (same formula, charge and spin) in kJ/mol: 0.0
Kohn-Sham gap in eV: 10.3

How positive or negative is each atom? The Mulliken charges in e answer that: 0.551, -0.963, -0.479, -0.365, -0.245, -0.486, -0.482, -0.158, 1.087, -0.171, 0.348, 0.327, 0.291, 0.252, 0.252, 0.241

Record 4
C5H6N3S | ωB97M-V/def2-TZVPD

The geometry in XYZ format:
```
15
Properties=species:S:1:pos:R:3
C -0.212 -2.637 1.300
C -0.045 -1.468 1.314
C 0.350 1.286 -1.329
C 0.628 0.044 -1.744
C 0.387 -0.189 1.323
N -0.860 1.760 -1.937
N -1.381 0.927 -2.709
N -0.106 0.708 2.184
S -0.576 -0.396 -2.894
H -0.658 -3.656 1.235
H 0.890 1.891 -0.593
H 1.144 0.311 0.689
H -0.061 1.655 1.850
H -1.054 0.480 2.424
H 1.554 -0.716 -1.113
```

## Properties
Highest occupied orbital energy in eV: -13.204
Energy relative to the best compared isomer or geometry (same formula, charge and spin) in kJ/mol: 514.6
Kohn-Sham gap in eV: 6.5
Total charge: +1

How positive or negative is each atom? The Mulliken charges in e answer that: 0.421, -0.752, -0.404, -0.102, 0.016, -0.339, -0.081, -0.328, 0.169, 0.411, 0.596, 0.475, 0.309, 0.331, 0.278

Record 5
C14H23BeBr2Cl6F3LiN2O5 | ωB97M-V/def2-TZVPD

The geometry in XYZ format:
```
57
Properties=species:S:1:pos:R:3
O -0.908 -1.245 2.983
C 0.045 -0.602 2.623
C 0.575 -0.337 1.208
C 2.028 -0.654 1.493
C 3.016 -0.683 0.327
C 3.809 -2.014 0.241
C 4.927 -2.137 1.270
F 6.087 -2.373 0.732
F 5.045 -1.025 2.033
F 4.690 -3.174 2.178
C 2.245 0.292 2.688
N 0.973 0.051 3.453
H 0.509 0.808 1.156
H 0.138 -0.913 0.397
H 1.943 -1.705 1.966
H 2.438 -0.662 -0.604
H 3.678 0.184 0.306
H 3.098 -2.820 0.462
H 4.178 -2.198 -0.766
H 2.184 1.368 2.502
H 3.124 -0.057 3.247
H 1.216 -0.563 4.235
Be 2.954 -2.513 3.279
O -1.508 -2.935 -2.506
Cl -0.478 -1.934 -2.627
O -0.020 -1.584 -1.283
O -0.994 -0.761 -3.268
O 0.637 -2.461 -3.367
C -3.409 1.055 -4.642
C -3.828 2.520 -4.545
C -2.652 3.490 -4.711
C -1.650 3.266 -3.659
N -0.879 3.093 -2.833
H -2.712 0.781 -3.851
H -4.277 0.402 -4.548
H -2.932 0.848 -5.603
H -4.310 2.690 -3.580
H -4.573 2.733 -5.317
H -2.999 4.523 -4.648
H -2.178 3.352 -5.684
C -4.560 -3.928 -1.411
Cl -5.007 -5.627 -1.582
Cl -3.713 -3.656 0.160
H -3.892 -3.649 -2.214
H -5.481 -3.297 -1.425
Br 2.213 3.831 3.006
C 1.259 4.293 4.639
C 0.060 3.406 4.845
Br -1.411 3.907 3.677
H 1.004 5.345 4.568
H 1.980 4.151 5.443
H -0.326 3.517 5.857
H 0.271 2.358 4.651
Cl 6.857 -4.665 0.080
Li -2.500 -2.209 1.661
Cl 0.104 2.378 0.088
Cl -6.122 -1.983 -2.834
```

## Properties
Highest occupied orbital energy in eV: -5.397
Kohn-Sham gap in eV: 1.5
Total charge: -1

How positive or negative is each atom? The Mulliken charges in e answer that: -0.754, 0.565, 0.031, 0.075, -0.496, -1.083, 0.835, -0.226, -0.266, -0.275, 0.037, -0.304, -0.713, 0.790, 0.188, 0.344, 0.467, 0.502, 0.423, -0.449, 0.384, 0.301, 0.361, -0.653, 1.713, -0.811, -0.677, -0.701, -0.897, -0.427, -0.444, 0.208, -0.312, 0.223, 0.299, 0.296, 0.285, 0.302, 0.277, 0.270, -0.101, -0.181, -0.379, 0.287, 0.140, -0.090, -0.621, -0.272, -0.095, 0.393, 0.335, 0.357, 0.021, -0.554, 1.020, -0.272, -0.675

Record 6
C58H65BrFN4O6PPtSSi | ωB97M-V/def2-TZVPD

The geometry in XYZ format:
```
139
Properties=species:S:1:pos:R:3
Pt -0.255 0.223 0.079
F -4.206 5.215 3.316
C -2.873 5.040 3.460
C -2.314 3.940 2.878
C -0.955 3.661 3.040
C -0.390 2.435 2.476
O -1.098 1.701 1.738
C 0.939 2.145 2.872
C 1.655 3.075 3.560
N 1.175 4.274 3.955
C 2.078 5.236 4.562
C 3.385 5.484 3.879
C 2.326 6.542 3.864
C -0.170 4.555 3.773
C -0.758 5.695 4.329
C -2.114 5.950 4.214
N -2.646 7.117 4.824
C -4.008 7.565 4.522
C -4.218 8.959 5.140
N -2.874 9.608 5.287
C -2.068 8.915 6.352
C -2.300 7.404 6.212
C 1.661 0.854 2.550
O 2.683 0.616 3.160
O 1.142 0.033 1.671
H -2.932 3.255 2.311
H 2.684 2.851 3.810
H 2.059 5.229 5.645
H 3.569 4.955 2.953
H 4.263 5.625 4.494
H 1.807 6.719 2.929
H 2.467 7.423 4.475
H -0.132 6.386 4.876
H -4.780 6.897 4.908
H -4.122 7.618 3.442
H -4.673 8.909 6.125
H -4.847 9.570 4.499
H -2.959 10.603 5.485
H -2.384 9.492 4.401
H -2.387 9.272 7.328
H -1.025 9.184 6.206
H -3.107 7.083 6.882
H -1.405 6.872 6.511
C -6.475 0.444 2.530
C -5.917 1.161 1.481
C -4.643 0.850 1.033
C -3.935 -0.189 1.639
C -4.488 -0.907 2.700
C -5.763 -0.586 3.136
P -2.297 -0.646 1.037
C -1.435 -1.147 2.536
C -0.463 -2.147 2.487
C 0.359 -2.367 3.578
C 0.230 -1.583 4.713
C -0.753 -0.595 4.777
C -1.578 -0.368 3.692
C -2.553 -2.009 -0.098
C -3.603 -2.890 -0.006
C -3.834 -3.822 -1.032
C -3.039 -3.827 -2.146
C -1.963 -2.919 -2.278
C -1.130 -2.900 -3.423
C -0.091 -2.023 -3.512
C 0.154 -1.109 -2.464
C -0.650 -1.096 -1.364
C -1.713 -2.006 -1.228
H -7.467 0.693 2.885
H -6.474 1.962 1.011
H -4.197 1.398 0.210
H -3.935 -1.711 3.166
H -6.199 -1.141 3.956
H -0.340 -2.736 1.581
H 1.130 -3.125 3.529
H 0.902 -1.736 5.549
H -0.855 0.013 5.667
H -2.320 0.420 3.729
H -4.265 -2.869 0.850
H -4.658 -4.518 -0.944
H -3.234 -4.517 -2.958
H -1.329 -3.601 -4.226
H 0.558 -2.027 -4.378
H 0.998 -0.434 -2.532
C 4.033 -7.175 1.188
C 3.787 -5.711 0.783
C 4.931 -5.223 -0.114
C 3.777 -4.829 2.043
Si 2.123 -5.589 -0.182
Br 1.791 -3.318 -0.309
C 2.234 -6.147 -2.017
C 0.817 -6.157 -2.614
C 3.066 -5.179 -2.872
C 2.837 -7.557 -2.132
C 0.602 -6.287 0.772
C -0.709 -5.648 0.279
C 0.493 -7.811 0.587
C 0.703 -5.989 2.273
H 5.022 -7.264 1.654
H 4.015 -7.852 0.330
H 3.296 -7.526 1.915
H 5.857 -5.201 0.472
H 4.755 -4.208 -0.482
H 5.105 -5.886 -0.962
H 4.780 -4.847 2.488
H 3.085 -5.191 2.801
H 3.540 -3.788 1.819
H 0.337 -5.179 -2.505
H 0.179 -6.917 -2.161
H 0.881 -6.380 -3.686
H 2.680 -4.159 -2.826
H 3.016 -5.506 -3.918
H 4.116 -5.160 -2.588
H 2.312 -8.289 -1.513
H 3.892 -7.565 -1.851
H 2.773 -7.894 -3.173
H -0.956 -5.932 -0.743
H -0.674 -4.555 0.326
H -1.533 -5.982 0.924
H 0.379 -8.094 -0.460
H -0.389 -8.177 1.124
H 1.364 -8.336 0.989
H 0.817 -4.919 2.463
H 1.531 -6.524 2.738
H -0.218 -6.323 2.767
O -2.256 2.529 -2.422
C -1.101 2.647 -2.119
N -0.496 2.117 -0.976
S 1.105 2.457 -0.891
O 1.770 1.156 -0.970
O 1.404 3.268 0.248
C 1.205 3.366 -2.391
C 2.284 3.958 -3.015
C 2.041 4.612 -4.216
C 0.756 4.664 -4.757
C -0.318 4.060 -4.115
C -0.079 3.405 -2.923
H 3.280 3.910 -2.593
H 2.862 5.087 -4.735
H 0.595 5.177 -5.696
H -1.318 4.088 -4.529
```

## Properties
Highest occupied orbital energy (alpha / beta) in eV: -11.890 / -11.889
Energy relative to the best compared isomer or geometry (same formula, charge and spin) in kJ/mol: 333.9
Kohn-Sham gap (alpha / beta) in eV: 5.2 / 5.2
Total charge: +2

Atomic partial charges in e from the Mulliken method, atoms 1 to 99: 1.915, -0.370, 0.202, -0.599, 0.590, 0.586, -0.017, 0.368, -0.637, 0.351, -0.411, -0.909, -0.454, -0.287, -0.628, -0.979, 0.176, -0.739, -0.778, -0.126, -0.767, -0.638, -0.545, -0.763, -0.228, 0.754, 0.843, 0.509, 0.284, 0.281, 0.230, 0.302, 0.833, 0.433, 0.523, 0.352, 0.391, 0.342, 0.377, 0.367, 0.444, 0.329, 0.465, -0.625, -0.733, -0.786, 0.519, -0.324, -0.981, 0.759, 0.762, 0.359, -0.269, -0.997, -0.900, -0.687, 1.208, -0.468, -1.176, -0.885, 1.146, -0.657, -1.033, -0.054, 0.590, -1.019, 0.436, 0.493, 0.565, 0.593, 0.457, -0.203, 0.332, 0.420, 0.445, 0.410, 0.508, 0.437, 0.475, 0.412, 0.467, 0.495, -1.651, 2.346, -2.012, -1.873, -0.883, -0.182, 2.586, -2.015, -1.706, -1.868, 3.073, -2.137, -1.833, -2.381, 0.506, 0.288, 0.295